(1)
{"formula": "C20H39AuCl3N3O3Si", "method": "ωB97M-V/def2-TZVPD", "e_above_lowest_ev": 2.253, "multiplicity": 3, "energy_ha": -2981.15783, "homo_energy_ev": [-8.55, -8.89], "s2": 2.011, "homo_lumo_gap_ev": [8.705, 5.482], "symbols": ["C", "C", "H", "H", "H", "C", "C", "H", "H", "H", "H", "Au", "Cl", "Cl", "H", "H", "C", "C", "N", "H", "C", "O", "H", "H", "H", "H", "H", "H", "C", "C", "N", "H", "C", "O", "H", "H", "H", "H", "O", "C", "C", "C", "H", "C", "H", "C", "H", "C", "C", "H", "H", "H", "Si", "Cl", "C", "C", "C", "H", "H", "H", "H", "H", "H", "H", "H", "H", "N", "H", "H", "H"], "xyz": [[-1.35, -2.45, -4.14], [-1.04, -2.86, -2.76], [-1.33, -3.34, -4.75], [-0.67, -1.71, -4.56], [-2.37, -2.07, -4.21], [-0.98, -4.21, -2.53], [-1.04, -5.35, -3.54], [-1.02, -4.64, -1.52], [-0.42, -5.28, -4.45], [-2.05, -5.66, -3.87], [-0.67, -6.23, -2.98], [-0.64, 2.20, 2.22], [-2.75, 1.30, 2.75], [1.43, 3.17, 1.43], [1.19, 5.36, 5.22], [-2.22, 5.51, 3.05], [0.93, 5.47, 4.16], [-1.15, 5.44, 2.79], [-0.41, 4.97, 3.95], [1.65, 4.89, 3.56], [-0.72, 3.76, 4.50], [0.04, 3.19, 5.32], [-1.04, 4.71, 1.96], [-1.75, 3.42, 4.26], [0.99, 6.52, 3.87], [-0.77, 6.43, 2.49], [2.12, -0.06, -1.52], [2.27, -2.68, -1.73], [2.93, -0.13, -0.77], [3.09, -2.56, -1.01], [2.84, -1.43, -0.14], [2.81, 0.68, -0.05], [2.61, -1.58, 1.19], [2.28, -0.69, 1.97], [3.15, -3.46, -0.39], [2.74, -2.64, 1.53], [3.89, -0.05, -1.30], [4.03, -2.41, -1.55], [-0.32, -0.45, -2.02], [-1.13, -1.75, -1.71], [0.04, -3.26, 0.06], [-0.87, -2.25, -0.27], [0.59, -3.77, -0.74], [0.22, -3.66, 1.40], [-2.17, -1.38, -1.68], [-1.76, -1.82, 0.75], [1.01, -4.37, 1.65], [-0.59, -3.13, 2.41], [-1.59, -2.21, 2.07], [-2.57, -1.14, 0.48], [-0.44, -3.37, 3.45], [-2.19, -1.73, 2.84], [-0.39, 1.13, -2.28], [-0.27, 0.57, 0.78], [1.26, 2.09, -2.25], [-1.38, 2.67, -1.54], [-1.29, 0.98, -3.93], [2.14, 1.51, -2.50], [1.47, 2.58, -1.30], [1.26, 2.90, -2.98], [-0.57, 0.49, -4.63], [-1.64, 1.92, -4.39], [-2.13, 0.26, -3.83], [-2.16, 2.38, -0.83], [-1.87, 3.27, -2.33], [-0.73, 3.40, -1.02], [0.32, 0.77, 3.84], [1.14, 0.27, 3.44], [-0.49, 0.16, 3.94], [0.52, 1.39, 4.63]]}

(2)
{"formula": "C5H11NO", "method": "ωB97M-V/def2-TZVPD", "e_above_lowest_ev": 2.229, "smiles": "C[C@H](C=O)N(C)C", "energy_ha": -327.04942, "homo_energy_ev": -8.92, "homo_lumo_gap_ev": 9.723, "symbols": ["C", "C", "C", "O", "N", "C", "C", "H", "H", "H", "H", "H", "H", "H", "H", "H", "H", "H"], "xyz": [[-1.62, -0.15, 0.03], [-0.25, 0.39, -0.33], [0.23, -0.31, -1.59], [-0.48, -0.57, -2.54], [0.77, 0.36, 0.71], [0.82, -1.02, 1.21], [0.65, 1.28, 1.81], [-2.45, 0.36, -0.46], [-1.81, -1.23, 0.00], [-1.87, -0.06, 1.10], [-0.51, 1.40, -0.68], [1.29, -0.21, -1.83], [1.82, -1.16, 1.66], [0.84, -1.77, 0.41], [0.17, -1.25, 2.05], [1.32, 0.99, 2.61], [0.95, 2.29, 1.50], [-0.38, 1.26, 2.22]]}

(3)
{"formula": "C4H5NO", "method": "ωB97M-V/def2-TZVPD", "e_above_lowest_ev": 2.049, "smiles": "O=C1C[C@H]2N[C@@H]12", "energy_ha": -285.33929, "homo_energy_ev": -9.55, "homo_lumo_gap_ev": 10.515, "symbols": ["O", "C", "C", "C", "N", "C", "H", "H", "H", "H", "H"], "xyz": [[1.74, -1.59, 0.38], [0.87, -0.76, 0.28], [-0.66, -0.89, 0.11], [-0.55, 0.48, -0.57], [-0.18, 1.47, 0.39], [0.90, 0.67, -0.16], [-0.92, -1.75, -0.52], [-1.27, -0.89, 1.01], [-0.95, 0.77, -1.54], [-0.44, 1.21, 1.34], [1.71, 1.18, -0.67]]}

(4)
{"formula": "C5H10LaOP", "method": "ωB97M-V/def2-TZVPD", "e_above_lowest_ev": 1.306, "energy_ha": -644.36401, "homo_energy_ev": [-4.21, -4.42], "homo_lumo_gap_ev": [4.059, 4.082], "symbols": ["C", "C", "C", "C", "C", "La", "P", "H", "H", "H", "H", "H", "H", "H", "H", "O", "H", "H"], "xyz": [[-0.76, -0.08, -1.81], [0.66, 0.18, -2.05], [1.43, -0.92, -1.46], [0.47, -1.92, -0.94], [-0.87, -1.40, -1.16], [0.40, 0.02, 0.24], [-1.33, 1.48, 1.45], [-1.58, 0.56, -2.10], [1.08, 1.06, -2.55], [2.51, -1.00, -1.42], [-1.80, -1.90, -0.88], [0.73, -2.86, -0.45], [-2.47, 0.84, 1.84], [-1.75, 2.58, 0.78], [-0.78, 1.97, 2.63], [1.52, 0.23, 2.36], [1.66, 1.18, 2.48], [0.88, -0.04, 3.03]]}

(5)
{"formula": "C24H31N3O4S", "method": "ωB97M-V/def2-TZVPD", "e_above_lowest_ev": 1.909, "smiles": "O=C(COc1ccc(S(=O)(=O)N2CCCCC2)cc1)N1CCN(Cc2ccccc2)CC1", "energy_ha": -1796.55530, "homo_energy_ev": -8.81, "homo_lumo_gap_ev": 9.420, "symbols": ["O", "C", "C", "O", "C", "C", "C", "C", "S", "O", "O", "N", "C", "C", "C", "C", "C", "C", "C", "N", "C", "C", "N", "C", "C", "C", "C", "C", "C", "C", "C", "C", "H", "H", "H", "H", "H", "H", "H", "H", "H", "H", "H", "H", "H", "H", "H", "H", "H", "H", "H", "H", "H", "H", "H", "H", "H", "H", "H", "H", "H", "H", "H"], "xyz": [[-1.95, 4.15, -1.52], [-2.65, 3.43, -0.82], [-3.82, 2.66, -1.44], [-3.82, 1.28, -1.15], [-2.78, 0.52, -1.61], [-1.78, 0.97, -2.46], [-0.79, 0.09, -2.87], [-0.80, -1.22, -2.43], [0.50, -2.35, -2.91], [1.22, -1.78, -4.02], [-0.05, -3.66, -3.08], [1.39, -2.35, -1.49], [2.06, -3.60, -1.18], [3.38, -3.75, -1.94], [4.27, -2.54, -1.65], [3.54, -1.26, -2.05], [2.21, -1.17, -1.30], [-1.79, -1.68, -1.58], [-2.78, -0.81, -1.17], [-2.45, 3.29, 0.50], [-3.23, 2.50, 1.43], [-2.32, 1.46, 2.09], [-1.27, 2.16, 2.78], [-0.52, 1.38, 3.75], [0.41, 0.33, 3.20], [1.77, 0.58, 3.09], [2.64, -0.39, 2.62], [2.15, -1.62, 2.23], [0.79, -1.88, 2.31], [-0.07, -0.91, 2.79], [-0.45, 2.89, 1.83], [-1.32, 3.94, 1.14], [-4.77, 3.04, -1.04], [-3.80, 2.84, -2.52], [-1.74, 1.99, -2.80], [-0.02, 0.41, -3.55], [1.37, -4.40, -1.44], [2.24, -3.62, -0.10], [3.16, -3.79, -3.00], [3.87, -4.67, -1.64], [5.21, -2.62, -2.21], [4.52, -2.51, -0.59], [3.34, -1.27, -3.12], [4.14, -0.38, -1.82], [1.62, -0.32, -1.66], [2.38, -1.06, -0.23], [-1.77, -2.70, -1.26], [-3.58, -1.14, -0.52], [-4.06, 2.01, 0.93], [-3.62, 3.17, 2.20], [-2.90, 0.89, 2.81], [-1.94, 0.77, 1.31], [-1.26, 0.91, 4.41], [0.06, 2.09, 4.35], [2.16, 1.55, 3.39], [3.70, -0.18, 2.55], [2.83, -2.39, 1.89], [0.40, -2.84, 2.00], [-1.13, -1.13, 2.88], [0.36, 3.39, 2.36], [-0.01, 2.22, 1.07], [-0.76, 4.47, 0.37], [-1.69, 4.65, 1.89]]}

(6)
{"formula": "C6H17BrCl3HfN4O21", "method": "ωB97M-V/def2-TZVPD", "e_above_lowest_ev": 3.100, "energy_ha": -6039.38059, "homo_energy_ev": -6.74, "total_charge": -1, "homo_lumo_gap_ev": 7.160, "symbols": ["Hf", "Cl", "O", "O", "O", "O", "Cl", "O", "O", "O", "O", "Cl", "O", "O", "O", "O", "C", "C", "O", "H", "H", "H", "H", "H", "Br", "C", "N", "O", "O", "H", "H", "H", "C", "N", "O", "O", "H", "H", "H", "C", "N", "O", "O", "H", "H", "H", "C", "N", "O", "O", "H", "H", "H"], "xyz": [[-0.04, -0.66, 0.19], [-1.18, -2.17, -3.45], [-0.41, -1.41, -2.48], [-0.48, -2.39, -4.62], [-1.48, -3.47, -2.81], [-2.34, -1.40, -3.66], [-3.14, -2.86, 0.66], [-1.85, -2.43, 0.25], [-3.29, -2.39, 2.00], [-3.99, -2.13, -0.27], [-3.23, -4.27, 0.40], [-1.93, 1.53, 3.10], [-1.31, 1.43, 4.42], [-1.61, 2.78, 2.53], [-1.52, 0.56, 2.11], [-3.37, 1.47, 3.16], [-0.58, 3.66, -0.95], [0.30, 2.63, -1.62], [0.31, 1.35, -0.97], [-0.35, 3.65, 0.11], [-1.64, 3.42, -1.05], [-0.49, 4.67, -1.34], [1.30, 3.06, -1.68], [0.07, 2.47, -2.68], [0.90, -1.91, 2.58], [4.52, 0.30, -0.93], [3.72, -0.69, -0.08], [2.52, -0.58, -0.08], [4.34, -1.66, 0.38], [5.30, 0.72, -0.30], [3.85, 0.94, -1.49], [4.97, -0.41, -1.63], [1.97, 3.22, 2.64], [2.20, 1.98, 1.88], [3.33, 1.79, 1.35], [1.21, 1.27, 1.63], [1.39, 3.06, 3.55], [1.28, 3.80, 2.02], [2.87, 3.77, 2.93], [2.69, -4.70, -0.10], [1.26, -4.22, -0.34], [1.02, -3.04, -0.24], [0.39, -5.02, -0.48], [3.19, -4.16, 0.70], [3.31, -4.44, -0.97], [2.62, -5.75, 0.16], [-4.26, 1.38, -0.20], [-3.25, 0.98, -1.20], [-2.35, 0.27, -0.73], [-3.32, 1.50, -2.29], [-4.81, 0.52, 0.20], [-4.97, 1.98, -0.77], [-3.70, 2.01, 0.49]]}